# 1
Below is 2 unconnected molecules or ions with the total composition C25H23O7 at a distorted geometry, with properties calculated with ωB97M-V with the def2-TZVPD basis set.

Properties
**LUMO level**: 0.0604 hartree
**Total charge**: -1

Last column: Löwdin charge in e.
Geometry (Å):
C 4.6036 -1.5463 -2.6611  -0.084
C 3.1849 -2.0390 -2.5652  -0.226
O 2.3752 -1.0057 -1.9181  -0.046
C 1.1093 -0.9396 -2.4121  -0.459
C 0.4004 0.3579 -2.1053  -0.073
C 1.0998 1.5690 -2.6436  -0.406
C 0.4360 2.9197 -2.6227  -0.035
O 2.2094 1.4318 -3.1567  0.000
C -1.0462 0.2830 -2.3649  -0.488
O -1.7228 1.1788 -2.8448  0.024
O -1.5889 -0.9351 -2.1512  -0.024
C -2.9480 -0.9863 -2.6502  -0.238
C -3.2933 -2.4422 -2.6715  -0.087
O 0.6366 -1.8064 -3.1290  0.069
H 5.2668 -2.3822 -2.9029  0.067
H 4.6530 -0.8327 -3.4984  0.082
H 4.9710 -1.0553 -1.7546  0.076
H 2.8086 -2.2123 -3.5818  0.118
H 3.0947 -2.9639 -1.9790  0.115
H -0.6422 2.8398 -2.7840  0.060
H 0.6329 3.3862 -1.6513  0.066
H 0.8723 3.5607 -3.3894  0.072
H -3.6104 -0.4020 -1.9956  0.122
H -2.9959 -0.5707 -3.6722  0.126
H -4.3535 -2.5766 -2.8793  0.065
H -2.7171 -2.9111 -3.4835  0.083
H -3.0446 -2.9454 -1.7371  0.074
C -1.4603 4.1919 4.8131  -0.074
C -1.1159 2.8365 4.7375  -0.004
C -0.9079 2.2756 3.4751  -0.099
C -1.0351 3.0362 2.3194  -0.092
C -1.3653 4.3867 2.3847  0.000
C -1.5831 4.9659 3.6388  -0.071
C -0.7305 2.2029 1.1130  -0.262
O -0.7856 2.5819 -0.0534  0.113
C -0.3862 0.8433 1.6179  -0.028
C 0.0058 -0.1911 0.8099  0.104
C 0.1796 -1.5274 1.3509  -0.171
C -0.7106 -2.0829 2.3189  -0.034
C -0.4139 -3.2816 2.9624  -0.088
C 0.7356 -4.0140 2.6345  -0.092
C 1.5882 -3.5053 1.6485  -0.086
C 1.3011 -2.3045 1.0002  -0.005
C -0.4722 0.8874 3.1300  -0.273
O -0.2338 0.0417 3.9823  0.085
H -1.6336 4.6642 5.7839  0.099
H -1.0092 2.2214 5.6223  0.113
H -1.4412 4.9475 1.4647  0.117
H -1.8496 6.0231 3.7100  0.100
H 0.2967 0.0102 -0.2189  0.083
H -1.6474 -1.5784 2.5335  0.115
H -1.1023 -3.6609 3.7186  0.099
H 0.9402 -4.9687 3.1193  0.095
H 2.4785 -4.0636 1.3643  0.097
H 1.9663 -1.9120 0.2242  0.108

Atomic forces in eV per Å
0.3145 0.3686 -0.4024
-0.4463 0.3991 0.3674
0.3030 -1.0012 -0.5856
-1.1757 1.4358 -0.7869
0.0175 -0.1600 -1.2616
-0.2104 -1.7537 0.0736
-0.0465 0.5057 0.0200
0.2891 0.6210 0.0082
1.8132 0.5725 -0.6295
-0.7458 -0.0358 0.2891
-1.2657 0.4196 0.0626
0.3901 -0.1022 0.2149
0.0417 -0.5539 -0.4838
0.8273 -0.2407 0.5302
-0.0081 0.0160 0.0428
0.1335 -0.0530 0.4312
-0.1724 -0.1200 -0.0779
-0.1264 -0.0979 0.4724
-0.0276 0.1416 -0.1429
0.4178 0.0954 0.2849
-0.1351 -0.0821 -0.1513
0.2100 -0.1624 -0.0759
0.1974 -0.0591 -0.1911
0.0528 -0.0194 0.5687
-0.1299 -0.0744 -0.0239
-0.1745 -0.0690 0.3327
-0.0212 0.0764 0.0340
0.0159 -0.0967 -0.3628
-0.0840 0.3059 -0.3452
0.1011 0.5123 0.1090
-0.0563 0.4056 0.3017
-0.0698 -0.1266 0.3134
0.0915 -0.3915 0.0265
0.1339 0.2262 -1.3773
-0.0990 -0.4500 1.9551
0.0622 -0.7006 -0.1208
-0.2167 0.6487 1.8316
-0.0977 -1.5312 1.0155
0.6540 0.0235 -0.5916
-0.0786 -0.0927 -0.2825
-0.0914 0.6594 -0.3100
-0.2185 -0.2287 0.0709
-0.0629 0.4884 -0.0706
-0.1970 -0.6190 0.3334
-0.0692 0.7484 -0.8309
0.0639 -0.1966 -0.3168
0.0143 0.0444 -0.0017
-0.0400 0.1356 -0.0257
0.1024 -0.3394 0.0026
-0.2365 0.2003 -0.3215
0.2214 0.0437 0.0688
0.1423 0.0693 -0.2134
0.0134 0.2779 -0.0866
-0.1612 0.1109 0.0276
-0.1600 -0.1943 0.2814


# 2
Below is a molecular structure, C54H43F10InN3OTe at a distorted geometry, with properties calculated with ωB97M-V with the def2-TZVPD basis set.

Properties
**LUMO level**: 0.0496 hartree
**Total charge**: -1

Last column: Löwdin charge in e.
Geometry (Å):
In 2.4668 1.6199 0.5247  0.943
C 1.9423 -1.0378 -1.3982  -0.037
N 2.5781 0.3230 -1.6063  -0.278
C 4.0079 0.1759 -2.0080  -0.155
C 4.9343 0.0218 -0.7530  -0.205
N 4.4908 0.8852 0.3563  -0.091
C 5.4350 1.3117 1.2798  -0.166
C 5.3639 2.5682 1.8775  -0.122
F 4.2582 3.3398 1.4930  0.028
C 6.2109 3.0722 2.7749  -0.132
F 6.1731 4.3931 3.1156  0.096
C 7.1715 2.2632 3.3846  -0.158
F 7.7901 2.5305 4.5200  0.131
C 7.2518 0.9708 2.9047  -0.165
F 8.0017 0.0994 3.5854  0.110
C 6.3554 0.4637 2.0076  -0.104
F 6.2340 -0.8768 1.7711  0.080
C 1.7694 1.0801 -2.5445  -0.222
C 2.0549 2.5656 -2.4217  -0.217
N 2.0026 2.9885 -1.0200  -0.116
C 2.2633 4.2492 -0.6588  -0.256
C 3.5487 4.8110 -0.8778  -0.134
F 4.6027 4.0506 -1.3045  0.082
C 3.7944 6.1564 -0.6505  -0.134
F 5.0498 6.5554 -0.8958  0.106
C 2.8334 6.9665 -0.0406  -0.166
F 3.1371 8.1375 0.4951  0.125
C 1.6544 6.3955 0.3469  -0.106
F 0.8524 7.2066 1.1417  0.075
C 1.3250 5.1087 -0.0453  -0.098
F 0.1084 4.5786 0.3409  0.070
H 2.1845 -1.6318 -2.2845  0.090
H 0.8987 -0.8366 -1.2762  0.075
H 2.3004 -1.4511 -0.4596  0.089
H 4.3215 1.0278 -2.6788  0.129
H 4.1496 -0.7869 -2.6242  0.132
H 5.9336 0.3391 -1.0968  0.120
H 4.9917 -1.0348 -0.4557  0.103
H 0.6738 0.8472 -2.3951  0.137
H 1.9723 0.8292 -3.6361  0.140
H 1.2295 3.1101 -3.0510  0.149
H 2.9941 2.9208 -2.8201  0.092
C 1.4125 1.1571 2.3207  -0.137
C 0.5354 0.6750 3.0600  -0.225
C -0.5100 0.3902 3.9766  -0.208
C -0.0857 0.1932 5.3506  -0.191
C -1.0214 -0.0943 6.3411  -0.080
C -0.6147 -0.4829 7.5788  -0.120
C 0.7258 -0.7249 7.8200  -0.155
C 1.6475 -0.4168 6.8668  -0.140
C 1.2825 -0.0764 5.5967  -0.049
C -1.8974 0.4683 3.5114  -0.213
C -2.8682 -0.4217 3.9512  -0.090
C -4.1867 -0.2935 3.6106  -0.097
C -4.5471 0.7904 2.7643  -0.136
C -3.5985 1.5702 2.1598  -0.094
C -2.2201 1.4243 2.5451  -0.010
H -2.0385 0.2330 6.1719  0.101
H -1.3569 -0.6256 8.3415  0.088
H 1.0182 -1.1015 8.7531  0.066
H 2.7121 -0.4264 7.1922  0.106
H 1.9543 -0.0146 4.7171  0.098
H -2.6436 -1.2941 4.5501  0.110
H -4.9024 -1.0181 3.9745  0.089
H -5.5833 0.9749 2.5401  0.077
H -3.8830 2.2989 1.4176  0.083
H -1.4349 2.0504 2.1320  0.099
Te -1.8481 -4.7762 0.5563  1.325
C -3.1461 -6.0706 -0.4701  -0.573
C -3.3861 -7.3618 -0.1529  -0.167
C -4.1234 -8.1408 -1.0254  -0.094
C -4.7517 -7.5830 -2.1355  -0.085
C -4.5994 -6.2107 -2.4122  -0.101
C -3.8279 -5.4492 -1.5879  -0.157
C -0.7623 -6.3927 1.4791  -0.544
C -0.1393 -7.3354 0.6642  -0.148
C 0.7464 -8.2045 1.2956  -0.102
C 0.9946 -8.1251 2.6434  -0.111
C 0.3982 -7.1690 3.4346  -0.087
C -0.4860 -6.3001 2.8362  -0.149
H -2.9333 -7.8107 0.7826  0.123
H -4.3405 -9.1748 -0.8001  0.099
H -5.2406 -8.2159 -2.8137  0.077
H -5.0545 -5.6900 -3.2311  0.096
H -3.6361 -4.4100 -1.8145  0.080
H -0.2695 -7.3372 -0.4291  0.109
H 1.1870 -9.0255 0.7190  0.106
H 1.7261 -8.7721 3.1423  0.108
H 0.6079 -7.1355 4.4921  0.107
H -0.8536 -5.4455 3.3522  0.082
C -2.9088 2.5760 -8.1919  -0.073
C -3.1191 2.5486 -6.7537  -0.280
C -3.5379 1.3678 -6.1452  -0.001
C -3.7311 1.4108 -4.7451  -0.139
C -4.2475 0.0764 -4.1823  -0.045
C -3.7388 2.6553 -3.9994  -0.112
C -3.9630 2.6365 -2.6132  -0.215
O -3.9598 1.6726 -1.8245  0.020
C -3.5000 3.8695 -4.7141  -0.201
C -3.4224 5.2580 -4.1745  -0.045
C -3.1458 3.7554 -6.0347  -0.023
H -2.4712 3.5258 -8.5080  0.073
H -3.8066 2.4793 -8.8417  0.099
H -2.1810 1.7540 -8.4472  0.103
H -3.5611 0.4339 -6.6199  0.097
H -5.2636 0.2743 -3.7393  0.106
H -3.6196 -0.2719 -3.3177  0.091
H -4.1990 -0.6906 -4.9175  0.050
H -4.1038 3.6527 -2.1050  0.130
H -3.5505 5.3762 -3.0659  0.085
H -4.1098 5.9980 -4.5870  0.085
H -2.4704 5.6285 -4.5236  0.079
H -2.8588 4.6066 -6.6341  0.115

Atomic forces in eV per Å
-0.4420 -1.0689 0.8456
1.2159 1.5237 -0.0561
-0.1627 -1.5023 0.1251
0.1938 -0.5706 -0.2181
-0.2774 0.7016 -0.0135
0.8006 0.4812 0.0423
-0.1039 -1.7092 1.1251
-2.7704 0.1626 -2.4684
1.3013 -0.2633 0.2473
2.0191 1.9325 2.3930
-0.3950 -0.9243 -0.0138
-0.9501 -0.5608 -1.1104
0.5907 0.8622 0.2411
-0.1876 -0.8511 1.0028
0.4454 -0.1982 0.1328
-1.5762 0.0697 -2.6472
0.6897 0.9162 0.2626
-0.2246 0.2453 -1.5624
-1.7369 1.8374 0.2381
-1.1907 -2.5324 0.2888
1.0742 2.1461 -0.5017
-0.4146 0.4771 -0.1574
-1.1725 0.4778 0.1214
0.4235 -0.6737 0.0408
-0.1319 0.6999 0.1729
1.0654 -0.8777 0.3000
0.4524 0.7957 -0.2981
-1.6255 0.8840 0.7097
0.6405 -1.4761 -1.1648
-1.0612 -0.9770 0.9327
1.4259 0.7993 -0.6409
-0.3133 -0.3669 0.2693
-0.6931 -0.3063 -0.0589
0.2366 -0.3389 -0.1370
-0.4153 -0.6642 1.0013
-0.3405 1.2965 0.6297
-0.1175 -0.2587 0.2068
-0.0648 0.1288 -0.0885
1.2117 0.4720 0.1690
-0.0823 -0.1311 1.0444
1.2351 -0.7811 1.0450
0.5410 -0.4502 -0.6638
0.3392 -0.0835 -1.4932
-0.9068 1.0708 0.1337
1.6650 0.3484 -0.5714
0.0303 -2.1778 -2.0866
-0.4192 1.7079 0.1920
-0.0433 -0.5952 0.2701
-1.0826 0.4264 0.5033
2.3532 -0.1544 0.1415
-0.3403 0.7856 -0.8234
1.5269 0.6567 -0.3760
-0.8070 -0.9004 0.3373
-0.1314 1.3984 -0.8383
-0.6833 -1.1375 0.3605
2.2608 -0.0352 0.6025
-2.1129 -0.0906 -0.3395
-0.1353 -0.3775 0.0441
-0.1721 -0.1830 0.3895
0.5118 -0.2762 1.2958
-0.6491 -0.3889 -0.6171
-0.1588 0.1810 1.0645
0.5385 0.1755 0.1691
-0.2009 0.1339 -0.0243
-0.3306 -0.1077 -0.1401
-0.0250 0.1827 -0.0432
-0.1680 -0.0373 0.0434
0.2134 -0.7001 0.5488
-0.7254 2.6783 -1.4135
0.9064 -1.4642 1.5491
-1.3074 -0.0252 -0.5252
1.1935 0.8774 0.6115
-0.1735 -0.5377 0.3682
1.5101 -0.8921 1.5414
0.0151 1.0359 -0.8711
0.2405 0.0777 0.3270
-0.2370 -0.9333 -1.1665
0.8784 -0.5182 1.0603
-0.1950 -0.1629 -0.0808
0.0767 0.3036 -0.4961
-0.5632 0.5077 -1.2990
0.2495 -0.1633 0.0313
-0.8715 -0.6960 -0.7461
-0.3678 -0.2698 -0.5082
-0.0584 0.1058 0.0373
-0.0790 -0.1169 0.6889
0.0909 0.4584 0.1404
-0.3297 -0.0259 -0.4883
0.0705 0.2074 0.0805
-0.5342 0.3073 0.6222
1.2958 -0.4438 -2.1671
-1.7866 0.2216 1.0475
1.0826 2.2891 2.6819
-1.1932 -0.4468 -0.5363
0.6105 1.4687 2.4832
0.3838 -1.0080 -3.2808
-0.2666 -0.0509 4.7963
-0.1217 1.4181 -2.0082
0.0017 -1.0012 0.4488
-0.2698 0.7332 1.5269
0.2467 -1.0332 -1.3631
0.2027 -0.0832 0.0231
0.3205 -0.2832 0.7401
-0.7518 0.7735 -0.1546
-0.1415 -1.0137 -0.8481
0.8551 -0.5916 -0.5786
-0.6081 0.4216 -0.7039
-0.4151 -0.4687 -0.7094
0.0534 -0.8575 -0.7555
0.5128 -0.2845 -1.0588
-0.4801 -0.5050 -0.3374
0.5498 0.2868 0.5056
-0.0554 0.4555 0.2553


- Number 1 is which compound?
  C25H23O7